<a>
2 unconnected molecules or ions with the total composition H12N2Si4, computed with the ωB97M-V functional and the def2-TZVPD basis.

As for the LUMO energy: -0.63 eV. Its HOMO energy is -0.2702 Eh.

Last column: Löwdin charge in e.
Cartesian coordinates (Å):
N -0.274 1.569 -2.769  -0.194
N 1.855 1.668 1.823  -0.236
Si -1.862 -1.076 -2.161  0.403
Si 0.812 -1.229 2.793  0.386
Si -0.981 0.871 -1.359  0.323
Si 1.290 0.233 1.061  0.289
H -0.132 1.054 -3.646  0.026
H 0.449 2.145 -2.567  -0.046
H 2.793 1.928 1.734  -0.017
H 1.645 1.793 2.819  0.016
H -0.847 -1.330 -3.278  -0.103
H -1.437 -1.838 -0.937  -0.136
H -3.269 -1.482 -2.693  -0.100
H -0.503 -1.479 2.415  -0.198
H 1.403 -2.740 2.945  -0.081
H 0.856 -0.815 4.222  -0.130
H -1.806 1.905 -0.587  -0.099
H 2.494 -0.432 0.325  -0.102



<b>
A single H12N2Si4 molecule, computed with the ωB97M-V functional and the def2-TZVPD basis.

As for the LUMO energy: 0.30 eV. Its SMILES is [SiH3]N([SiH3])N([SiH3])[SiH3]. Its HOMO energy is -0.3444 Eh.

Last column: Löwdin charge in e.
Cartesian coordinates (Å):
Si 1.438 1.167 -1.250  0.479
N 0.758 -0.017 -0.190  -0.571
Si 1.649 -0.871 0.944  0.446
N -0.726 -0.140 0.046  -0.561
Si -1.614 -1.101 -1.105  0.518
Si -1.393 0.865 1.339  0.512
H 0.256 1.997 -1.874  -0.059
H 2.177 2.371 -0.510  -0.048
H 1.978 0.393 -2.440  -0.065
H 2.524 -2.059 0.532  -0.074
H 2.668 -0.123 1.722  -0.076
H 0.447 -1.260 1.685  -0.054
H -0.798 -1.248 -2.264  -0.087
H -2.971 -0.697 -1.440  -0.080
H -1.576 -2.457 -0.499  -0.072
H -2.400 0.168 2.380  -0.058
H -0.092 1.032 2.022  -0.070
H -2.326 1.981 0.904  -0.079



Stability, lowest: <a>



<a>
A single C9H7NO molecule, computed with the ωB97M-V functional and the def2-TZVPD basis.

As for the LUMO energy: 0.60 eV. Its SMILES is c1ccc(-c2ncco2)cc1. Its HOMO energy is -0.3225 Eh.

Last column: Löwdin charge in e.
Cartesian coordinates (Å):
C 3.007 -0.035 -0.028  -0.074
C 2.305 1.202 -0.117  -0.117
C 0.951 1.231 -0.094  -0.041
C 0.186 -0.010 -0.001  -0.164
C -1.265 0.083 0.024  -0.389
N -1.955 1.118 0.220  0.144
C -3.289 0.602 0.152  -0.115
C -3.280 -0.675 -0.183  -0.109
O -1.968 -1.035 -0.193  0.049
C 0.903 -1.165 0.121  -0.050
C 2.323 -1.278 0.195  -0.056
H 4.080 -0.192 -0.131  0.094
H 2.926 2.167 -0.280  0.132
H 0.395 2.262 -0.124  0.146
H -4.224 1.457 0.366  0.181
H -4.025 -1.398 -0.334  0.107
H 0.085 -2.153 0.289  0.187
H 2.847 -2.179 0.119  0.074



<b>
2 unconnected molecules or ions with the total composition C9H7NO, computed with the ωB97M-V functional and the def2-TZVPD basis.

As for the LUMO energy: -1.02 eV. Its HOMO energy is -0.2956 Eh.

Last column: Löwdin charge in e.
Cartesian coordinates (Å):
C -2.541 -0.386 -0.115  -0.418
C -2.404 1.056 -0.118  -0.027
C -1.100 1.577 -0.345  -0.112
C 0.093 0.819 -0.606  -0.110
C 1.362 1.110 0.041  0.040
C 2.587 0.250 0.263  -0.095
C 2.318 -0.968 0.116  -0.105
C -0.097 -0.708 -0.457  -0.265
C -1.316 -1.173 -0.314  -0.019
H -3.127 2.102 0.807  0.241
H -0.886 2.621 0.354  0.165
H 1.871 2.109 0.068  0.114
H 3.533 0.650 0.624  0.116
H 3.031 -1.814 -0.087  0.144
H 0.813 -2.425 -0.419  0.140
H -1.520 -2.329 0.013  0.176
N 0.979 -1.469 -0.168  0.085
O -3.596 -1.023 0.342  -0.070



Stability, lowest: <b>



<a>
2 unconnected molecules or ions with the total composition C15H18O2, computed with the ωB97M-V functional and the def2-TZVPD basis.

As for the LUMO energy: 0.69 eV. Its SMILES is CCc1ccc(O)cc1.Cc1ccc(O)cc1. Its HOMO energy is -0.3050 Eh.

Last column: Löwdin charge in e.
Cartesian coordinates (Å):
C 2.203 2.201 1.028  -0.108
C 1.418 1.946 -0.255  -0.200
C 2.053 0.878 -1.138  -0.236
C 2.369 -0.377 -0.680  -0.045
C 2.625 -1.426 -1.626  -0.017
C 2.815 -1.061 -2.939  -0.324
O 3.155 -2.032 -3.871  0.031
C 2.571 0.222 -3.412  -0.010
C 2.099 1.141 -2.516  -0.035
H 1.634 2.345 1.953  0.066
H 2.759 3.149 0.996  0.071
H 2.939 1.416 1.228  0.069
H 0.374 1.641 -0.036  0.109
H 1.200 2.896 -0.767  0.108
H 2.255 -0.894 0.265  0.097
H 2.795 -2.407 -1.195  0.112
H 3.052 -2.863 -3.391  0.095
H 2.859 0.324 -4.450  0.124
H 1.589 2.042 -2.865  0.120
C -5.033 -1.130 1.039  -0.059
C -3.590 -0.690 1.236  -0.293
C -2.564 -1.316 0.529  -0.055
C -1.252 -1.090 0.851  -0.019
C -0.971 -0.155 1.857  -0.328
O 0.274 0.069 2.376  0.029
C -1.988 0.533 2.505  -0.014
C -3.333 0.271 2.202  -0.037
H -5.038 -2.108 0.542  0.074
H -5.675 -0.455 0.480  0.073
H -5.475 -1.240 2.025  0.071
H -2.896 -1.953 -0.296  0.117
H -0.389 -1.381 0.256  0.107
H 0.991 -0.332 1.880  0.073
H -1.701 1.146 3.349  0.115
H -4.123 0.689 2.840  0.120



<b>
2 unconnected molecules or ions with the total composition C15H18O2, computed with the ωB97M-V functional and the def2-TZVPD basis.

As for the LUMO energy: 0.71 eV. Its SMILES is CCc1ccc(O)cc1.Cc1ccc(O)cc1. Its HOMO energy is -0.3053 Eh.

Last column: Löwdin charge in e.
Cartesian coordinates (Å):
C 3.430 1.381 1.720  -0.107
C 2.879 0.837 0.396  -0.181
C 1.753 -0.105 0.812  -0.242
C 0.623 0.478 1.384  -0.055
C -0.577 -0.208 1.729  0.005
C -0.516 -1.578 1.414  -0.278
O -1.807 -2.220 1.456  -0.024
C 0.516 -2.268 0.851  -0.003
C 1.636 -1.464 0.577  -0.035
H 4.298 0.883 2.096  0.058
H 2.742 1.465 2.566  0.074
H 3.906 2.369 1.679  0.070
H 2.563 1.694 -0.218  0.091
H 3.605 0.391 -0.280  0.108
H 0.515 1.531 1.590  0.112
H -1.393 0.337 2.179  0.117
H -2.100 -2.094 2.367  0.099
H 0.710 -3.307 0.686  0.115
H 2.446 -1.959 0.032  0.115
C 0.204 1.945 -1.849  -0.056
C -0.892 0.947 -1.777  -0.286
C -1.974 1.160 -0.922  -0.076
C -2.945 0.250 -0.515  -0.029
C -2.905 -0.967 -1.146  -0.341
O -3.793 -1.973 -0.822  0.000
C -1.996 -1.238 -2.216  0.004
C -1.031 -0.292 -2.461  -0.042
H 0.060 2.683 -2.649  0.088
H 1.138 1.423 -2.065  0.075
H 0.221 2.406 -0.855  0.072
H -1.939 2.205 -0.592  0.114
H -3.576 0.417 0.354  0.122
H -3.496 -2.361 0.037  0.100
H -2.128 -2.265 -2.468  0.110
H -0.174 -0.504 -3.089  0.104



Stability, lowest: <b>



<a>
3 unconnected molecules or ions with the total composition C3H12O2S2, computed with the ωB97M-V functional and the def2-TZVPD basis.

As for the LUMO energy: -0.08 eV. Its SMILES is CCCSS.O.O. Its HOMO energy is -0.3404 Eh.

Last column: Löwdin charge in e.
Cartesian coordinates (Å):
C 1.723 0.838 -0.532  -0.092
C 1.335 -0.159 0.626  -0.315
C 1.255 -1.692 0.568  -0.628
S 1.300 -2.531 -1.036  0.491
S -0.689 -1.911 -1.837  0.343
H 1.938 0.084 -1.297  0.038
H 0.707 1.203 -0.697  0.055
H 2.349 1.604 -0.335  0.025
H 0.275 0.126 1.117  0.108
H 2.228 0.096 1.308  0.114
H 0.377 -1.927 1.321  0.121
H 2.006 -2.004 1.141  -0.002
H -1.278 -3.044 -1.620  -0.261
O -2.775 1.938 -1.510  -0.017
H -2.419 1.290 -2.147  0.051
H -2.171 2.390 -1.046  -0.049
O -1.732 1.115 1.989  -0.078
H -2.049 2.059 2.271  0.109
H -2.381 0.522 1.716  -0.009



<b>
3 unconnected molecules or ions with the total composition C3H12O2S2, computed with the ωB97M-V functional and the def2-TZVPD basis.

As for the LUMO energy: 0.62 eV. Its SMILES is CCCSS.O.O. Its HOMO energy is -0.3059 Eh.

Last column: Löwdin charge in e.
Cartesian coordinates (Å):
C 1.463 -1.232 1.640  -0.117
C -0.052 -0.966 1.489  -0.312
C -0.801 -1.545 2.709  -0.597
S -2.268 -0.569 3.162  0.408
S -3.484 -0.976 1.572  0.297
H 2.072 -0.486 2.117  0.060
H 1.894 -1.391 0.652  0.066
H 1.642 -2.102 2.281  0.069
H -0.235 0.105 1.531  0.090
H -0.355 -1.548 0.636  0.092
H -1.064 -2.590 2.528  0.069
H -0.182 -1.528 3.597  0.061
H -3.289 -2.298 1.438  -0.187
O -2.038 5.106 -2.497  -0.068
H -1.230 5.071 -1.968  0.034
H -1.775 5.047 -3.425  0.034
O 2.927 0.885 -5.910  -0.068
H 3.142 0.464 -5.068  0.032
H 3.633 0.553 -6.485  0.036



Stability, lowest: <a>



<a>
A single C2ClF3O3S molecule, computed with the ωB97M-V functional and the def2-TZVPD basis.

As for the LUMO energy: -0.13 eV. Its SMILES is O=S1(=O)O[C@@]1(Cl)C(F)(F)F. Its HOMO energy is -0.4220 Eh.

Last column: Löwdin charge in e.
Cartesian coordinates (Å):
O 0.032 1.582 1.642  -0.197
S -0.623 1.473 0.425  0.694
O -1.698 2.232 -0.093  -0.218
O 0.389 1.168 -0.804  -0.168
C -0.281 -0.080 -0.414  -0.811
Cl -1.244 -0.610 -1.660  0.885
C 0.648 -1.189 0.097  -0.688
F 1.604 -0.653 0.817  0.185
F -0.096 -2.051 0.830  0.145
F 1.268 -1.873 -0.841  0.174



<b>
2 unconnected molecules or ions with the total composition C2ClF3O3S, computed with the ωB97M-V functional and the def2-TZVPD basis.

As for the LUMO energy: -1.59 eV. Its HOMO energy is -0.4126 Eh.

Last column: Löwdin charge in e.
Cartesian coordinates (Å):
C 0.911 -1.026 -1.123  -0.407
C 1.597 -0.027 -0.242  -0.630
O -1.695 1.438 0.742  -0.463
O -2.702 -0.693 0.594  -0.487
O 0.734 -1.190 -2.272  0.179
F 1.020 1.146 -0.533  0.162
F 1.552 -0.269 1.052  0.137
F 2.923 0.134 -0.590  0.129
S -2.867 0.612 1.147  0.916
Cl -0.111 -2.241 0.170  0.465



Stability, lowest: <a>



<a>
A single C2H7N3OS molecule, computed with the ωB97M-V functional and the def2-TZVPD basis.

As for the LUMO energy: 0.63 eV. Its SMILES is C/N=C(/NO)NS. Its HOMO energy is -0.3362 Eh.

Last column: Löwdin charge in e.
Cartesian coordinates (Å):
C 1.566 -0.303 0.849  -0.143
N 0.377 -0.904 0.279  0.020
C -0.560 -0.157 -0.136  -0.531
N -1.789 -0.727 -0.472  -0.030
O -1.802 -2.123 -0.333  -0.059
N -0.641 1.242 -0.206  -0.366
S 0.484 2.135 -1.134  0.750
H 1.957 -0.991 1.591  0.068
H 2.353 -0.168 0.091  0.076
H 1.332 0.640 1.341  0.059
H -2.079 -0.513 -1.436  0.141
H -0.872 -2.354 -0.138  0.070
H -1.582 1.624 -0.179  0.082
H 1.256 2.599 -0.116  -0.137



<b>
A single C2H7N3OS molecule, computed with the ωB97M-V functional and the def2-TZVPD basis.

As for the LUMO energy: 0.71 eV. Its SMILES is CN/C(=N/O)NS. Its HOMO energy is -0.3059 Eh.

Last column: Löwdin charge in e.
Cartesian coordinates (Å):
C -1.229 1.406 0.211  -0.115
N -0.095 1.022 -0.614  -0.031
C 0.641 -0.057 -0.194  -0.534
N 1.924 0.029 -0.404  0.019
O 2.524 -1.156 0.073  -0.103
N 0.040 -1.162 0.407  -0.303
S -1.349 -1.811 -0.407  0.772
H -1.887 2.069 -0.395  0.088
H -0.924 2.076 1.036  0.090
H -1.819 0.526 0.432  0.016
H 0.545 1.787 -0.703  0.116
H 3.269 -1.173 -0.516  0.076
H 0.679 -1.923 0.564  0.053
H -2.319 -1.633 0.508  -0.146



Stability, lowest: <b>



<a>
A single C2H7N3OS molecule, computed with the ωB97M-V functional and the def2-TZVPD basis.

As for the LUMO energy: 0.62 eV. Its SMILES is [H]/N=C(/NS)N(C)O. Its HOMO energy is -0.3444 Eh.

Last column: Löwdin charge in e.
Cartesian coordinates (Å):
H -0.332 -2.202 0.492  0.034
N 0.579 -1.778 0.471  0.146
C 0.402 -0.589 0.080  -0.585
N 1.421 0.336 -0.124  -0.398
S 3.050 -0.056 0.131  0.752
N -0.809 -0.006 -0.275  -0.175
C -1.137 1.272 0.417  -0.033
O -1.880 -0.890 -0.063  -0.021
H 1.299 1.000 -0.859  0.068
H 3.281 -0.773 -0.978  -0.150
H -0.337 2.031 0.264  0.090
H -2.045 1.632 -0.069  0.083
H -1.364 1.183 1.458  0.079
H -2.128 -1.161 -0.945  0.108



<b>
A single C2H7N3OS molecule, computed with the ωB97M-V functional and the def2-TZVPD basis.

As for the LUMO energy: 0.60 eV. Its SMILES is C/N=C(\NO)NS. Its HOMO energy is -0.3202 Eh.

Last column: Löwdin charge in e.
Cartesian coordinates (Å):
C -1.301 2.146 0.129  -0.192
N -0.173 1.311 -0.085  -0.061
C -0.314 0.057 -0.200  -0.638
N -1.533 -0.627 -0.192  -0.016
O -1.551 -1.979 0.135  -0.033
N 0.690 -0.751 -0.230  -0.354
S 2.180 -0.049 0.180  0.778
H -0.994 3.288 -0.087  0.107
H -1.848 2.065 1.185  0.097
H -2.131 1.726 -0.608  0.085
H -2.401 -0.184 0.187  0.143
H -1.137 -2.056 0.987  0.089
H 0.625 -1.641 -0.648  0.090
H 2.223 0.676 -1.005  -0.094



Stability, lowest: <b>



<a>
6 unconnected molecules or ions with the total composition CH12O6, computed with the ωB97M-V functional and the def2-TZVPD basis.

As for the LUMO energy: 0.39 eV. Its SMILES is C=O.O.O.O.O.O. Its HOMO energy is -0.3791 Eh.

Last column: Löwdin charge in e.
Cartesian coordinates (Å):
C 2.175 1.614 -0.293  -0.067
O 1.139 2.191 0.089  -0.077
H 2.887 1.272 0.447  0.076
H 2.459 1.775 -1.430  0.110
O -1.087 -1.824 0.354  -0.070
H -1.482 -0.975 0.253  -0.024
H -1.336 -2.514 -0.329  0.080
O 1.641 -0.080 -3.018  -0.080
H 1.624 -1.011 -2.775  0.028
H 0.910 0.221 -3.615  0.067
O -1.580 1.060 -0.327  -0.097
H -2.161 1.819 -0.613  0.074
H -0.717 1.531 -0.163  0.018
O 1.945 -2.324 0.091  -0.053
H 1.453 -2.877 -0.465  -0.015
H 1.254 -2.127 0.754  0.032
O -3.401 0.861 3.541  -0.035
H -2.949 1.245 4.222  -0.029
H -2.775 0.143 3.275  0.063



<b>
6 unconnected molecules or ions with the total composition CH12O6, computed with the ωB97M-V functional and the def2-TZVPD basis.

As for the LUMO energy: 0.01 eV. Its SMILES is C=O.O.O.O.O.O. Its HOMO energy is -0.3761 Eh.

Last column: Löwdin charge in e.
Cartesian coordinates (Å):
C -2.011 -0.950 0.794  -0.033
O -1.314 -1.758 1.453  -0.056
H -3.080 -1.272 0.581  0.110
H -1.583 0.001 0.595  0.049
O -0.129 2.626 0.655  -0.112
H 0.880 2.914 0.453  0.129
H -0.236 1.741 0.914  -0.048
O 1.993 -1.290 -0.582  -0.027
H 2.890 -1.171 -0.817  0.036
H 1.952 -1.081 0.340  -0.011
O -1.560 0.300 -2.181  0.025
H -1.878 -0.399 -2.609  -0.025
H -2.104 1.072 -2.042  0.064
O 1.301 -1.174 2.063  -0.117
H 0.885 -0.646 2.909  0.150
H 0.552 -1.597 1.665  -0.033
O 1.288 1.238 -1.362  -0.091
H 0.372 1.055 -1.575  -0.014
H 1.782 0.391 -1.254  0.006



Stability, lowest: <b>